No. 1
{
  "formula": "C11H12N2O",
  "method": "the ωB97M-V functional and the def2-TZVPD basis",
  "symbols": ["C", "C", "C", "C", "C", "C", "C", "C", "C", "C", "C", "N", "N", "O", "H", "H", "H", "H", "H", "H", "H", "H", "H", "H", "H", "H"],
  "xyz": [[-3.36432, 0.94721, 0.88221], [-2.87391, -0.36395, 0.21042], [2.48080, -1.55173, 0.50020], [0.51187, -0.94888, -0.96291], [2.53072, -0.42227, 1.21421], [-0.46202, -1.25916, 0.13156], [1.26964, 1.26812, -0.07422], [1.87839, -1.73358, -0.88415], [2.03965, 0.89417, 0.92767], [-1.69063, -0.93307, 0.14595], [0.84372, 2.75718, -0.16382], [-4.53096, 0.68417, 0.22512], [-4.19278, -0.56520, -0.37334], [0.73158, 0.51205, -1.14773], [3.12326, -2.33902, 0.92898], [0.06863, -1.17688, -1.91774], [2.98323, -0.58637, 2.18642], [-0.23158, -1.87199, 1.02945], [2.59972, -1.37302, -1.75850], [1.68227, -2.84844, -1.08294], [2.30942, 1.58345, 1.60361], [-0.06925, 2.91715, 0.36159], [0.64116, 2.92845, -1.14994], [1.71062, 3.36206, 0.25846], [-5.40691, 1.11015, 0.10224], [-4.58230, -0.99059, -1.19282]],
  "homo_lumo_gap_ev": 8.6732,
  "multiplicity": 1,
  "e_homo_ev": -8.1
}

=====

No. 2
{
  "formula": "C11H12N2O2S",
  "method": "the ωB97M-V functional and the def2-TZVPD basis",
  "symbols": ["C", "H", "H", "H", "O", "C", "O", "C", "H", "H", "S", "C", "N", "C", "C", "C", "C", "C", "C", "N", "H", "H", "C", "H", "H", "H", "H", "H"],
  "xyz": [[-6.18857, -0.75230, -0.01359], [-6.61703, -0.33348, -0.92618], [-6.63093, -0.24776, 0.84749], [-6.36386, -1.82359, 0.03546], [-4.77743, -0.58235, -0.01131], [-4.32784, 0.67068, 0.00521], [-5.03072, 1.64442, 0.01976], [-2.81964, 0.72122, 0.00439], [-2.45938, 1.25652, 0.88380], [-2.46103, 1.25036, -0.87954], [-2.10148, -0.94744, 0.00809], [-0.42948, -0.45995, 0.00453], [-0.00831, 0.77061, -0.00121], [1.36373, 0.67990, -0.00170], [2.33235, 1.67584, -0.00654], [3.65296, 1.28228, -0.00526], [4.03978, -0.06481, 0.00052], [3.08105, -1.06415, 0.00512], [1.75241, -0.67892, 0.00402], [0.57411, -1.38859, 0.00781], [0.45732, -2.38707, 0.01230], [3.36039, -2.10758, 0.00950], [5.50001, -0.40647, 0.00336], [5.99209, 0.02381, -0.86792], [5.98233, 0.00047, 0.89136], [5.64951, -1.48299, -0.00964], [4.42778, 2.03536, -0.00878], [2.04986, 2.71599, -0.01107]],
  "homo_lumo_gap_ev": 8.4526,
  "multiplicity": 1,
  "e_homo_ev": -7.9,
  "smiles": "COC(=O)CSc1nc2ccc(C)cc2[nH]1"
}

=====

No. 3
{
  "formula": "C11H12NO2",
  "method": "the ωB97M-V functional and the def2-TZVPD basis",
  "symbols": ["C", "C", "C", "C", "C", "C", "C", "C", "C", "N", "H", "H", "H", "H", "H", "H", "H", "H", "H", "C", "C", "O", "O", "H", "H", "H"],
  "xyz": [[0.13352, 3.16840, -2.07787], [0.91446, 1.64461, -0.28815], [-0.57635, 0.02075, -0.17642], [-0.12349, 2.03708, -1.15565], [-1.08235, 0.99998, -1.06098], [-1.37804, -1.02383, 0.28686], [-2.62534, -1.18590, -0.31169], [-2.34871, 0.80769, -1.64016], [-3.11035, -0.28657, -1.26878], [0.61388, 0.45455, 0.30518], [1.21231, 0.06839, 1.05677], [1.81541, 2.20806, -0.16397], [-1.18135, -1.61050, 1.17458], [-0.66629, 3.91610, -2.14431], [0.24216, 2.87518, -3.13298], [-3.18287, -2.02531, 0.08637], [-2.68090, 1.50539, -2.40059], [-4.07675, -0.45507, -1.72783], [1.07800, 3.68028, -1.88894], [2.71664, -2.99562, 2.35075], [1.94814, -1.65042, 2.40669], [2.60781, -0.69305, 1.89740], [0.82041, -1.61810, 2.91592], [3.18726, -3.13901, 1.37001], [2.10662, -3.83843, 2.66416], [3.63619, -2.86466, 2.92363]],
  "homo_lumo_gap_ev": 7.7932,
  "charge": -1,
  "multiplicity": 1,
  "e_homo_ev": -4.4
}

=====

No. 4
{
  "formula": "C11H12NO2",
  "method": "the ωB97M-V functional and the def2-TZVPD basis",
  "symbols": ["C", "C", "O", "O", "H", "H", "H", "C", "C", "C", "C", "C", "C", "C", "C", "C", "N", "H", "H", "H", "H", "H", "H", "H", "H", "H"],
  "xyz": [[0.23501, -1.31540, -4.84764], [-0.70627, -1.03236, -3.59292], [-0.50045, 0.06621, -3.03719], [-1.47465, -1.96670, -3.32724], [1.15237, -0.72203, -4.82453], [-0.15553, -0.97394, -5.81268], [0.35230, -2.40234, -4.90831], [2.70715, 0.04219, 2.29567], [1.42302, -0.18077, 0.14521], [1.48791, 0.19632, 1.45417], [-0.66698, 0.42583, 0.66366], [0.14537, 0.59898, 1.82872], [-2.05550, 0.44389, 0.75737], [-0.44083, 1.01575, 3.02185], [-2.59196, 1.02880, 1.89926], [-1.80247, 1.25481, 3.02114], [0.21398, 0.19003, -0.37789], [2.18357, -0.68027, -0.42657], [-0.16883, -0.01179, -1.31792], [2.76227, -0.92437, 2.80828], [2.62558, 0.71245, 3.13534], [-2.70576, 0.14303, -0.05982], [0.20253, 1.17334, 3.87597], [-3.65884, 1.20387, 1.89912], [-2.20712, 1.56575, 3.98337], [3.64413, 0.14871, 1.74359]],
  "homo_lumo_gap_ev": 7.9090,
  "charge": -1,
  "multiplicity": 1,
  "e_homo_ev": -4.6
}

=====

No. 5
{
  "formula": "C11H12NP",
  "method": "the ωB97M-V functional and the def2-TZVPD basis",
  "symbols": ["C", "C", "C", "C", "C", "C", "C", "C", "C", "C", "C", "N", "P", "H", "H", "H", "H", "H", "H", "H", "H", "H", "H", "H", "H"],
  "xyz": [[2.43866, 0.04786, -1.75686], [1.17250, -0.39709, -1.81570], [3.04312, 0.24456, -0.45651], [1.29657, -0.83599, 0.67280], [0.46655, -0.71761, -0.59695], [0.49624, -0.44518, 1.92341], [-0.24742, 0.85289, 1.79025], [-2.10817, -1.08489, -0.44667], [-0.83558, -0.85297, -0.55014], [-0.30865, 1.59134, 0.72272], [-3.17129, -0.06006, -0.17973], [2.53978, -0.11504, 0.65024], [-0.12446, 2.74722, -0.42271], [2.99839, 0.30332, -2.64202], [0.62572, -0.47839, -2.74556], [3.99833, 0.75413, -0.40838], [1.57915, -1.89838, 0.79602], [-0.22149, -1.23515, 2.15970], [1.19543, -0.35484, 2.75916], [-0.83619, 1.12435, 2.66253], [-2.47210, -2.10281, -0.54866], [-3.99436, -0.18157, -0.88370], [-2.77583, 0.95196, -0.26014], [-3.56691, -0.19347, 0.83043], [-1.18799, 2.33579, -1.25352]],
  "homo_lumo_gap_ev": 8.3876,
  "multiplicity": 1,
  "e_homo_ev": -8.1,
  "smiles": "CC=C=C1C=CC=N[C@H]1CC=C=P"
}

=====

No. 6
{
  "formula": "C11H12O2",
  "method": "the ωB97M-V functional and the def2-TZVPD basis",
  "symbols": ["C", "C", "C", "C", "C", "C", "C", "C", "C", "C", "C", "O", "O", "H", "H", "H", "H", "H", "H", "H", "H", "H", "H", "H", "H"],
  "xyz": [[1.82596, -2.57495, -1.57102], [1.59911, -1.36832, -2.24389], [1.64795, -2.67837, -0.18136], [1.05976, -0.28337, -1.55753], [1.04321, -1.61022, 0.50691], [0.74698, -0.40144, -0.17099], [0.14731, 2.31770, 0.01307], [-1.33190, 2.38942, 0.21091], [-1.52819, 0.89447, 0.32607], [0.05593, 0.72791, 0.61755], [-2.54370, 0.45418, 1.36100], [1.11508, 2.94969, -0.31356], [0.40090, 0.66439, 1.96694], [2.23625, -3.56948, -2.09451], [1.68179, -1.37260, -3.35943], [1.97389, -3.54955, 0.45397], [0.65256, 0.48883, -2.17924], [0.95750, -1.49411, 1.56502], [-1.39016, 2.90515, 1.21905], [-1.90092, 3.01638, -0.56545], [-1.57534, 0.35767, -0.68759], [-2.05005, 0.48331, 2.23894], [-2.75104, -0.56256, 1.18638], [-3.43414, 1.00622, 1.22409], [1.36126, 0.80965, 2.03467]],
  "homo_lumo_gap_ev": 9.4537,
  "multiplicity": 1,
  "e_homo_ev": -8.7,
  "smiles": "C[C@H]1CC(=O)[C@]1(O)c1ccccc1"
}

=====

No. 7
{
  "formula": "C11H12S",
  "method": "the ωB97M-V functional and the def2-TZVPD basis",
  "symbols": ["C", "C", "C", "C", "C", "C", "C", "C", "C", "C", "C", "S", "H", "H", "H", "H", "H", "H", "H", "H", "H", "H", "H", "H"],
  "xyz": [[0.02662, 0.95195, 3.57555], [0.39397, -0.35382, 3.98664], [-0.09097, 1.17998, 2.21456], [0.51863, -1.40159, 3.09640], [0.11295, 0.16987, 1.29127], [0.46808, -1.16336, 1.71483], [0.03825, 0.53905, -0.06880], [0.39900, -0.14103, -1.21055], [-0.11006, 0.06692, -2.47915], [-1.27687, 0.82173, -2.66352], [0.52836, -0.63046, -3.66458], [1.03143, -2.33645, 0.67415], [0.00618, 1.69651, 4.30180], [0.37393, -0.56819, 5.08951], [-0.54857, 2.15748, 1.79300], [0.50204, -2.36867, 3.66885], [-0.46778, 1.55340, -0.07968], [1.11059, -0.87929, -0.97704], [-1.71180, 0.69990, -3.65832], [-1.17645, 1.93952, -2.56724], [-2.05265, 0.55914, -1.84618], [-0.30645, -1.12539, -4.32680], [1.19446, -1.36404, -3.37866], [1.03710, -0.00319, -4.48606]],
  "homo_lumo_gap_ev": [5.8441, 5.6783],
  "multiplicity": 1,
  "e_homo_ev": [-7.4, -7.3],
  "smiles": "CC(C)=C/C=C1/C=CC=CC1=S"
}

=====

No. 8
{
  "formula": "C11H13Cl2KN4S",
  "method": "the ωB97M-V functional and the def2-TZVPD basis",
  "symbols": ["K", "Cl", "C", "C", "C", "C", "C", "Cl", "C", "S", "H", "H", "H", "C", "C", "C", "C", "N", "C", "N", "N", "N", "H", "H", "H", "H", "H", "H", "H", "H", "H", "H"],
  "xyz": [[6.24658, 12.70485, 3.45299], [7.56074, 10.22242, 4.19643], [6.43937, 8.84914, 4.28026], [7.04794, 7.66071, 4.62158], [6.25971, 6.49600, 4.62684], [4.92084, 6.56869, 4.36246], [4.37007, 7.75761, 4.05962], [2.64981, 7.74041, 3.90360], [5.05994, 8.98968, 4.01544], [4.25511, 10.51561, 3.64370], [8.07481, 7.67065, 4.92762], [6.70859, 5.52518, 4.78425], [4.32308, 5.70533, 4.29671], [4.13361, 15.44123, 9.58611], [5.10758, 14.45051, 10.27139], [6.44806, 15.10107, 10.56946], [5.25720, 13.13775, 9.46337], [5.66556, 13.32134, 8.06515], [4.89277, 13.37655, 6.97584], [5.64101, 13.73297, 5.96966], [6.92012, 13.86033, 6.48944], [6.93019, 13.57643, 7.73963], [3.86666, 16.26952, 10.25327], [3.25193, 14.93030, 9.27787], [4.55719, 15.94634, 8.68497], [4.60840, 14.16039, 11.19560], [6.96927, 15.47721, 9.69814], [7.19770, 14.42224, 11.05210], [6.32079, 15.97094, 11.23107], [4.26416, 12.69596, 9.45803], [5.96383, 12.47156, 9.95785], [3.81719, 13.18182, 6.98726]],
  "homo_lumo_gap_ev": 6.4485,
  "multiplicity": 1,
  "e_homo_ev": -6.6
}